Density functional theory data (ωB97M-V/def2-TZVPD) for C43H67I2P2S3SiTl as an isolated structure.

```
! RIJCOSX wB97M-V def2-TZVPD def2/J DEFGRID3
* xyz 0 1
Tl 1.55525 -0.72355 0.62871
C 6.11250 -0.50899 0.59693
C 6.17830 0.95204 1.02548
S 4.66323 1.87130 0.65916
C 4.35012 2.74331 2.21143
C 4.23229 1.89002 3.46886
S 2.96925 0.59940 3.35323
C 3.85245 -0.88695 3.88709
C 5.05959 -1.34285 3.06752
S 4.78006 -1.52295 1.27948
H 7.07591 -0.97924 0.81365
H 5.97855 -0.58021 -0.48488
H 7.02117 1.41766 0.50831
H 6.39618 1.02997 2.08923
H 3.41787 3.28433 2.03209
H 5.12168 3.50063 2.37173
H 3.99679 2.55006 4.30728
H 5.18728 1.42337 3.70668
H 3.08638 -1.66194 3.88153
H 4.16266 -0.75596 4.92591
H 5.38304 -2.30468 3.46807
H 5.89303 -0.65494 3.20764
C 3.40921 0.28902 -2.41071
Si 1.78700 0.62532 -1.51323
C 0.39195 0.22448 -2.73505
C 0.38242 1.05263 -3.86049
C -0.54795 0.89598 -4.87245
C -1.48545 -0.11978 -4.78334
C -1.48893 -0.95344 -3.67890
C -0.56870 -0.79102 -2.63983
P -0.57358 -1.80498 -1.11573
C -0.13822 -3.52740 -1.57555
C -1.03915 -4.31379 -2.53735
C -0.30953 -5.54148 -3.10713
C 0.73602 -6.05346 -2.12531
C 1.85001 -5.01515 -1.94277
C 1.31288 -3.58131 -2.06045
C -2.28897 -1.81857 -0.42243
C -3.50355 -1.80940 -1.35158
C -4.80549 -1.76340 -0.55094
C -4.89306 -2.89392 0.46533
C -3.68714 -2.87601 1.39385
C -2.39032 -2.95855 0.60071
C 1.66663 2.47367 -1.11325
C 2.59174 3.37434 -1.63668
C 2.52398 4.72805 -1.35508
C 1.51463 5.21082 -0.53858
C 0.58043 4.33394 -0.01356
C 0.65180 2.96870 -0.27882
P -0.60776 1.76349 0.29489
C -2.14417 2.62387 -0.26684
C -2.14110 2.65533 -1.79926
C -3.38221 3.34788 -2.34811
C -4.65422 2.68740 -1.83186
C -4.66462 2.65277 -0.30903
C -3.42160 1.95448 0.23330
C -0.57288 1.84936 2.14967
C -1.13050 3.09569 2.83801
C -0.94964 3.01376 4.35143
C -1.59817 1.76027 4.92253
C -1.04669 0.51314 4.24463
C -1.22003 0.58632 2.73317
H 3.42916 0.78425 -3.38143
H 3.52975 -0.77863 -2.58875
H 4.26124 0.64117 -1.83531
H 1.10671 1.85359 -3.94451
H -0.54185 1.56082 -5.72607
H -2.21521 -0.26319 -5.56909
H -2.22799 -1.74044 -3.62399
H -0.15041 -4.02113 -0.59473
H -1.36806 -3.67685 -3.35964
H -1.93883 -4.63104 -2.00460
H 0.18356 -5.27393 -4.04642
H -1.03405 -6.31966 -3.35274
H 1.16001 -7.00020 -2.46415
H 0.26092 -6.26302 -1.16315
H 2.63147 -5.17040 -2.69082
H 2.31478 -5.14838 -0.96394
H 1.35410 -3.22434 -3.09485
H 1.94755 -2.90547 -1.47330
H -2.31232 -0.87964 0.15068
H -3.49660 -2.70238 -1.98388
H -3.46105 -0.94337 -2.01754
H -5.65869 -1.78731 -1.23382
H -4.86232 -0.80610 -0.02039
H -4.92610 -3.85413 -0.06176
H -5.81990 -2.81981 1.03797
H -3.73350 -3.70039 2.10739
H -3.69202 -1.94979 1.98135
H -2.35806 -3.92004 0.07832
H -1.52903 -2.95038 1.27167
H 3.39150 3.01888 -2.27040
H 3.25424 5.40462 -1.77602
H 1.44720 6.26775 -0.31802
H -0.22459 4.72964 0.58853
H -2.12448 3.65656 0.10855
H -2.10837 1.62256 -2.16867
H -1.23660 3.14266 -2.17125
H -3.35840 3.33633 -3.44028
H -3.37242 4.40101 -2.04582
H -4.70558 1.66088 -2.21242
H -5.53831 3.20571 -2.20954
H -5.56090 2.14685 0.05836
H -4.70185 3.67660 0.07886
H -3.42694 0.91507 -0.10589
H -3.45320 1.92909 1.32498
H 0.50545 1.79418 2.37964
H -2.19661 3.19269 2.60816
H -0.64405 3.99645 2.46347
H -1.35426 3.91066 4.82486
H 0.12261 2.99527 4.57767
H -2.68116 1.81055 4.76378
H -1.44341 1.71008 6.00202
H -1.53337 -0.38576 4.62821
H 0.01872 0.41313 4.47348
H -2.28848 0.57707 2.48862
H -0.79724 -0.31189 2.26735
I 1.31521 -3.13481 2.08668
I 1.22340 -5.99049 3.10425
*
```

Summary:
energy above the lowest of the compared OMol25 structures with the same formula, charge and spin = 0.000 eV
frontier orbital gap = 0.2128 hartree

Mulliken population analysis, charges in e, atoms 1 to 8: 1.924, -0.873, -1.130, 0.427, -0.793, -1.345, 0.459, -0.804

Density functional theory data (ωB97M-V/def2-TZVPD) for C3H4IrO3 as an isolated structure at a distorted geometry.

```
! RIJCOSX wB97M-V def2-TZVPD def2/J DEFGRID3
* xyz 3 5
C 0.42708 -0.07802 -2.05985
O -0.09288 -0.86686 0.28507
C -0.12525 0.40686 0.13278
C 0.54150 -1.44921 -1.49087
O 0.09576 0.84848 -1.12880
O -0.03677 1.15464 1.10582
H 1.24764 0.28490 -2.68608
H 1.55099 -1.57888 -1.07718
H -0.55147 -1.11205 -2.32290
Ir -0.36542 -0.42158 2.23899
H 0.61920 -2.25742 -2.23307
*
```

Summary:
expectation value of S² = 6.022
energy above the lowest of the compared OMol25 structures with the same formula, charge and spin = 5.009 eV
frontier orbital gap (alpha / beta) = 0.2512 / 0.2736 hartree

Mulliken population analysis, charges in e, atoms 1 to 8: 0.056, -0.555, 0.694, -0.290, -0.125, -0.346, 0.503, 0.408

Density functional theory data (ωB97M-V/def2-TZVPD) for C7H13NO2S as an isolated structure at a distorted geometry.

```
! RIJCOSX wB97M-V def2-TZVPD def2/J DEFGRID3
* xyz 0 1
C -3.82380 -1.10995 -0.15684
C -2.73784 -0.56289 -0.11623
C -1.16372 0.99707 -1.29789
C -1.55962 1.15638 1.29050
C 1.83644 0.25513 0.70695
C 1.95900 -1.44524 -1.00785
C -1.60032 0.34023 -0.00607
N 1.49357 -1.05118 0.25386
O -0.40972 -2.35376 -0.73266
O -0.50915 -1.80762 1.66148
S -0.19438 -1.40210 0.33696
H -4.78040 -1.50022 0.01901
H -0.34882 1.65578 -1.22684
H -2.00259 1.72576 -1.56261
H -1.22892 0.43220 -2.16190
H -0.57754 1.60814 1.52112
H -1.87894 0.52938 2.12821
H -2.23346 1.99744 1.15092
H 2.34424 0.11095 1.73187
H 2.50840 0.68461 -0.00634
H 1.00449 0.92340 0.77762
H 3.01332 -1.55387 -0.90685
H 1.62788 -2.37837 -1.20355
H 1.84616 -0.75410 -1.84358
*
```

Summary:
energy above the lowest of the compared OMol25 structures with the same formula, charge and spin = 4.986 eV
frontier orbital gap = 0.3288 hartree

Mulliken population analysis, charges in e, atoms 1 to 8: -0.175, -1.032, -1.587, -1.251, -0.662, -1.151, 1.325, -0.093

Density functional theory data (ωB97M-V/def2-TZVPD) for C39H33Cl2HgN5O3PSe3 as an isolated structure.

```
! RIJCOSX wB97M-V def2-TZVPD def2/J DEFGRID3
* xyz -2 2
Hg 1.34586 -1.24839 -0.35152
Se -1.34863 0.41777 2.33480
P -1.77178 -1.54624 1.62603
Se -0.12973 -2.92441 1.21215
C -2.89833 -1.44569 0.19045
C -2.59638 -2.02153 -1.03294
C -3.46713 -1.87063 -2.10633
C -4.63823 -1.14863 -1.95919
C -4.94904 -0.57629 -0.72928
C -4.08213 -0.72101 0.33849
C -2.81567 -2.45341 2.82794
C -2.91289 -2.03466 4.14759
C -3.67202 -2.76139 5.05629
C -4.34190 -3.90466 4.64742
C -4.25026 -4.32405 3.32557
C -3.48804 -3.60349 2.42048
H -1.68102 -2.58510 -1.14850
H -3.21089 -2.30463 -3.06325
H -5.30543 -1.01816 -2.80282
H -5.86054 -0.00341 -0.61051
H -4.30188 -0.24737 1.28844
H -2.39644 -1.12925 4.44417
H -3.74243 -2.42928 6.08508
H -4.93685 -4.46925 5.35548
H -4.77221 -5.21573 3.00031
H -3.40793 -3.93360 1.39134
Cl 7.98541 -5.37846 -1.54018
C 6.37771 -4.74664 -1.24755
C 5.31239 -5.64321 -1.08503
C 4.05305 -5.16724 -0.86375
Cl 2.74654 -6.29552 -0.66486
C 3.72367 -3.75699 -0.79066
O 2.53723 -3.38869 -0.62689
C 4.86641 -2.89168 -0.93560
C 4.77541 -1.45023 -0.81344
O 3.80159 -0.78055 -0.51887
C 6.15323 -3.40184 -1.17162
H 5.48576 -6.70975 -1.13517
H 5.73450 -0.92439 -0.99687
H 6.97600 -2.70525 -1.28722
C 1.22505 3.13360 2.72463
N 1.91039 2.09004 1.97436
C 2.09470 2.37169 0.54296
C 1.97095 0.80607 2.41708
O 1.99792 -0.18781 1.68092
N 1.98960 0.62022 3.78764
C 1.77585 -0.73003 4.26661
C 2.83353 1.43313 4.63727
H 0.51521 3.62789 2.06116
H 1.91884 3.89010 3.10330
H 0.67226 2.69843 3.55487
H 2.52130 3.36700 0.45399
H 0.29605 1.53150 0.01622
H 2.81460 1.65368 0.15360
H 1.11151 -1.25778 3.58819
H 1.31651 -0.68363 5.25707
H 2.71928 -1.28590 4.33864
H 3.19477 2.30442 4.10192
H 3.70419 0.85309 4.96820
H 2.29090 1.76830 5.52681
N -3.20824 3.44781 -7.99778
C -2.64187 2.90476 -7.15522
C -1.93435 2.22740 -6.10670
C -1.77844 0.84202 -6.16374
C -1.10733 0.18535 -5.15189
C -0.58591 0.89370 -4.06306
C -0.72875 2.28649 -4.02622
C -1.40072 2.94677 -5.03548
C 0.07025 0.21808 -2.99146
C 0.60793 -0.35315 -2.06984
H -2.18604 0.29095 -7.00143
H -0.97953 -0.88811 -5.18665
H -0.30288 2.83609 -3.19713
H -1.51235 4.02212 -4.99852
Se 2.83657 4.28529 -2.32224
N 0.86855 2.33293 -0.21549
C 0.08083 3.47178 -0.44803
C -1.30625 3.33113 -0.35738
C -2.17296 4.39323 -0.57441
C -1.64859 5.64540 -0.85668
C -0.27292 5.80000 -0.94783
C 0.63069 4.73860 -0.79511
N 1.98686 5.02539 -0.91262
H -1.70237 2.35486 -0.09481
H -3.24293 4.23785 -0.50065
H -2.30148 6.49731 -1.01246
H 0.16179 6.76486 -1.18263
*
```

Summary:
expectation value of S² = 0.756
energy above the lowest of the compared OMol25 structures with the same formula, charge and spin = 0.000 eV
frontier orbital gap (alpha / beta) = 0.1876 / 0.1889 hartree

Mulliken population analysis, charges in e, atoms 1 to 8: 2.909, -0.205, 0.489, -0.600, 0.068, 0.011, -0.608, -0.433

Density functional theory data (ωB97M-V/def2-TZVPD) for one molecule with the formula C4H5ClS2 at a distorted geometry.

```
! RIJCOSX wB97M-V def2-TZVPD def2/J DEFGRID3
* xyz 0 1
C -0.80529 1.55888 -0.31762
C -0.33167 0.34013 -0.15927
C -1.06377 -0.87695 0.48910
Cl -2.10013 -1.76888 -0.71722
S 0.96377 -0.07886 -1.24520
C 2.17123 -0.34281 0.02588
S 3.51096 -1.28386 -0.35732
H -0.43793 2.36839 -0.89476
H -1.85482 1.84442 -0.00767
H -1.67121 -0.69859 1.42863
H -0.25886 -1.47233 0.85502
H 1.87771 0.41046 0.90043
*
```

Summary:
SMILES string = C=C(CCl)SC=S
energy above the lowest of the compared OMol25 structures with the same formula, charge and spin = 1.813 eV
frontier orbital gap = 0.2983 hartree

Mulliken population analysis, charges in e, atoms 1 to 8: -0.567, 0.049, -0.447, -0.170, 0.030, -0.214, -0.198, 0.333

Density functional theory data (ωB97M-V/def2-TZVPD) for an isolated ion of composition CH3ClNO2S and charge -1 at a distorted geometry.

```
! RIJCOSX wB97M-V def2-TZVPD def2/J DEFGRID3
* xyz -1 1
C 0.05686 0.09692 0.44889
N 1.26247 0.32877 1.04233
O 3.29636 -0.96055 2.03384
O 1.75528 -2.13097 0.23319
S 2.69842 -0.82570 0.69607
Cl 1.70440 2.01666 0.80007
H 0.17490 -0.93875 0.15045
H -0.83899 0.21402 1.07788
H -0.12427 0.75083 -0.44608
*
```

Summary:
energy above the lowest of the compared OMol25 structures with the same formula, charge and spin = 2.116 eV
frontier orbital gap = 0.2863 hartree

Mulliken population analysis, charges in e, atoms 1 to 8: -0.617, -0.164, -0.540, -0.722, 0.521, -0.218, 0.295, 0.197

Density functional theory data (ωB97M-V/def2-TZVPD) for one molecule with the formula C5H9NO.

```
! RIJCOSX wB97M-V def2-TZVPD def2/J DEFGRID3
* xyz 0 1
C 1.45637 0.33045 -1.08130
C 0.05765 -0.27870 -1.02397
C -0.03024 -1.65205 -0.44988
C -0.65846 -0.51762 0.31326
C -0.08871 0.36073 1.34249
N -0.67917 1.38036 1.83553
O -2.01423 1.46139 1.43713
H 1.90685 0.05086 -2.04093
H 2.12221 -0.06922 -0.30546
H 1.48164 1.42336 -1.00468
H -0.58018 0.00968 -1.85260
H -0.76021 -2.31159 -0.90975
H 0.88273 -2.14538 -0.12921
H -1.74214 -0.58614 0.37297
H 0.96552 0.29803 1.58701
H -2.31962 2.24584 1.90939
*
```

Summary:
SMILES string = C[C@H]1C[C@H]1/C=N\O
energy above the lowest of the compared OMol25 structures with the same formula, charge and spin = 3.418 eV
frontier orbital gap = 0.3751 hartree

Mulliken population analysis, charges in e, atoms 1 to 8: -1.494, 0.331, -0.720, 0.030, -0.325, -0.488, -0.372, 0.377

Density functional theory data (ωB97M-V/def2-TZVPD) for an isolated ion of composition C4H11N2O and charge -2 at a distorted geometry.

```
! RIJCOSX wB97M-V def2-TZVPD def2/J DEFGRID3
* xyz -2 2
C -0.49199 -1.30508 1.67375
O -0.07641 -0.67469 2.76367
C -0.83634 -0.22449 0.48840
C 0.51203 0.19389 -0.17478
C 0.56751 0.04698 -1.68097
N 1.42981 1.01233 -2.45420
N -1.59634 0.92339 1.15065
H -1.41091 -1.84587 1.80054
H 0.45028 -1.93866 1.19494
H -1.48864 -0.70087 -0.20643
H 0.76313 1.20449 0.28613
H 1.31351 -0.39655 0.17180
H 0.96659 -0.97986 -2.02857
H -0.40717 0.21529 -2.05394
H 2.38656 0.82639 -2.17595
H 1.14320 1.99029 -2.37542
H -2.29841 0.45594 1.74454
H -0.92643 1.19707 1.87585
*
```

Summary:
expectation value of S² = 0.750
energy above the lowest of the compared OMol25 structures with the same formula, charge and spin = 1.077 eV
frontier orbital gap (alpha / beta) = 0.1051 / 0.2548 hartree

Mulliken population analysis, charges in e, atoms 1 to 8: -0.699, -0.865, 0.367, -1.311, -2.393, -2.498, -1.032, 0.325

Density functional theory data (ωB97M-V/def2-TZVPD) for C12H16Cl12N2O5V as an isolated structure at a distorted geometry.

```
! RIJCOSX wB97M-V def2-TZVPD def2/J DEFGRID3
* xyz 0 2
O -3.68593 -0.70808 0.78358
V -2.84633 -1.32913 -0.36638
C -1.56766 -2.00956 2.80709
C -1.04510 -2.84992 1.64444
C -0.49392 -4.16825 2.16031
O -1.98849 -2.98092 0.63743
H -2.09172 -1.09258 2.57056
H -0.78299 -1.90677 3.55753
H -2.25747 -2.62563 3.41103
H -0.15942 -2.28430 1.29710
H -1.25601 -4.82798 2.57275
H 0.13133 -3.88689 3.01360
H 0.21411 -4.64734 1.48681
N -0.49762 1.17501 0.07926
O 0.29305 1.35809 1.01931
O -1.18507 0.06332 -0.03263
O -0.68725 2.06597 -0.79901
N -1.64940 -1.68296 -2.27427
C -2.24974 -1.92655 -3.43360
C -1.58074 -2.19635 -4.59980
C -0.20234 -2.07392 -4.59274
C 0.44711 -1.91756 -3.39038
C -0.32115 -1.75106 -2.26463
H -3.32736 -1.82280 -3.49346
H -2.07455 -2.26088 -5.55920
H 0.37456 -2.03018 -5.50909
H 1.52001 -1.82271 -3.31523
H 0.12467 -1.68418 -1.28066
C 2.07670 2.80021 -2.81659
Cl 3.74793 2.63922 -2.27267
Cl 1.64050 1.42890 -3.86009
Cl 1.89687 4.34230 -3.68277
H 1.46321 2.93164 -1.93441
C 2.88528 -0.47162 2.23288
Cl 3.49808 -2.07416 2.71804
Cl 4.20681 0.55113 1.67753
Cl 1.94397 0.20006 3.54642
H 2.21426 -0.67188 1.40974
C -2.09063 3.88613 1.82058
Cl -3.39601 2.70497 1.62910
Cl -1.17194 3.45945 3.26245
Cl -2.77824 5.51134 1.97089
H -1.40633 3.85335 0.98686
C 2.76750 4.02071 1.45765
Cl 1.75327 4.63790 0.14710
Cl 2.79464 5.23507 2.73832
Cl 4.43980 3.72851 0.95982
H 2.35975 3.11088 1.87940
*
```

Summary:
expectation value of S² = 0.786
frontier orbital gap (alpha / beta) = 0.2783 / 0.2874 hartree

Mulliken population analysis, charges in e, atoms 1 to 8: -0.470, 1.132, -1.430, 1.504, -1.485, -0.847, 0.324, 0.332